Entry from OMol25: a 8-piece molecular cluster, C23H64N6O10 overall in a non-equilibrium geometry (ωB97M-V with the def2-TZVPD basis set).

Output
Relative energy (zero: lowest compared OMol25 entry of this formula, charge and spin)   4.319 eV
E_tot   -1995.04239 hartree
Molecular weight   584.8 g mol⁻¹

```
! RIJCOSX wB97M-V def2-TZVPD def2/J DEFGRID3
* xyz -2 1
C 0.540 -0.102 -0.380
O 0.603 -0.497 0.946
H -0.286 -0.648 -0.836
H 0.405 0.977 -0.308
H 1.484 -0.310 -0.885
N 0.592 -2.826 3.487
O 0.847 -1.694 3.651
O 1.445 -3.534 3.014
O -0.644 -3.133 3.547
C -2.357 3.607 4.718
C -3.549 2.936 4.157
C -3.704 3.070 2.619
O -2.530 2.538 2.016
C -1.852 3.509 1.179
N -3.563 1.566 4.642
H -2.720 4.631 4.799
H -1.471 3.499 4.092
H -2.156 3.270 5.735
H -4.309 3.572 4.612
H -4.076 4.012 2.217
H -4.473 2.458 2.149
H -1.126 2.905 0.635
H -1.381 4.357 1.677
H -2.494 3.982 0.436
H -4.449 1.115 4.465
H -3.538 1.741 5.636
C 4.752 3.281 0.714
C 4.979 1.804 0.909
C 5.666 1.446 2.234
O 5.837 0.049 2.311
C 7.009 -0.367 2.971
N 3.746 1.241 0.670
H 4.241 3.574 -0.203
H 5.711 3.783 0.587
H 4.160 3.723 1.516
H 5.464 1.435 0.005
H 4.979 1.822 2.992
H 6.528 2.114 2.245
H 7.077 -0.015 4.000
H 7.925 0.037 2.540
H 7.039 -1.451 3.086
H 3.374 1.697 -0.151
H 3.169 1.838 1.245
C -2.969 -4.646 1.658
C -2.339 -3.845 0.619
C -2.659 -4.315 -0.860
O -1.659 -3.677 -1.725
C -1.648 -3.940 -3.132
N -2.600 -2.440 0.812
H -2.726 -4.303 2.664
H -2.559 -5.649 1.539
H -4.049 -4.696 1.520
H -1.255 -3.798 0.726
H -3.669 -4.073 -1.189
H -2.627 -5.399 -0.968
H -1.457 -4.957 -3.473
H -0.912 -3.349 -3.678
H -2.610 -3.593 -3.510
H -2.436 -1.894 -0.022
H -3.574 -2.194 0.919
C 1.589 -4.774 -2.300
C 2.578 -3.885 -1.572
C 2.800 -2.530 -2.253
O 3.677 -1.584 -1.684
C 4.361 -0.742 -2.648
N 1.966 -3.643 -0.251
H 1.751 -4.733 -3.377
H 0.554 -4.466 -2.155
H 1.559 -5.773 -1.866
H 3.565 -4.348 -1.574
H 1.867 -1.993 -2.080
H 2.956 -2.660 -3.324
H 5.051 -0.016 -2.218
H 3.687 -0.235 -3.339
H 4.902 -1.315 -3.401
H 1.984 -4.588 0.105
H 1.039 -3.483 -0.620
C -3.793 -0.537 -2.139
C -2.891 0.626 -1.686
C -3.169 2.002 -2.301
O -4.512 2.349 -2.593
C -5.400 2.695 -1.537
N -2.970 0.764 -0.226
H -4.710 -0.444 -1.556
H -3.335 -1.437 -1.727
H -3.976 -0.739 -3.194
H -1.852 0.350 -1.862
H -2.896 1.958 -3.356
H -2.434 2.764 -2.039
H -4.960 3.175 -0.663
H -6.017 1.907 -1.104
H -6.125 3.434 -1.880
H -3.049 1.762 -0.089
H -3.857 0.308 -0.069
C 0.905 3.433 -3.266
C 2.281 3.087 -2.812
O 2.373 2.890 -1.403
H 0.244 2.777 -2.701
H 0.674 3.195 -4.304
H 0.561 4.466 -3.214
H 2.987 3.844 -3.154
H 2.747 2.160 -3.146
H 2.139 3.735 -1.011
*
```